Entry from the Open Molecules 2025 dataset: a gas-phase ion, C4H9N2 (charge +1) (ωB97M-V/def2-TZVPD).

Largest force on an atom in eV/Å: 3.89
Energy relative to the best compared isomer or geometry (same formula, charge and spin) in kJ/mol: 393.07
Structure (SMILES): CC1=[N+](C)[C@H]1N
Net charge: +1
LUMO in Ha: -0.1704
Frontier orbital gap in eV: 9.6

Bonds (Å) are listed after each position.
Atoms and positions in Å:
1 C -0.22 -1.31 1.59  C2 1.478, H7 1.031, H8 1.056, H9 1.054
2 C -0.34 -0.44 0.40  C1 1.478, N3 1.305, C5 1.467
3 N 0.29 -0.04 -0.67  C2 1.305, C4 1.500, C5 1.643
4 C 1.73 -0.25 -1.03  N3 1.500, H10 1.112, H11 1.101, H12 1.153
5 C -0.89 0.87 0.03  C2 1.467, N3 1.643, N6 1.413, H13 1.116
6 N -1.74 1.43 -0.95  C5 1.413, H14 1.049, H15 1.048
7 H 0.32 -2.10 1.21  C1 1.031
8 H -1.02 -1.69 2.15  C1 1.056
9 H 0.34 -0.77 2.30  C1 1.054
10 H 1.98 -1.06 -0.31  C4 1.112
11 H 1.92 -0.56 -2.07  C4 1.101
12 H 2.36 0.71 -0.90  C4 1.153
13 H -0.39 1.63 0.68  C5 1.116
14 H -1.59 2.37 -1.38  N6 1.049
15 H -2.76 1.20 -1.06  N6 1.048